This record from the Open Molecules 2025 dataset describes C5H8O2 as an isolated structure. The level of theory is the ωB97M-V functional and the def2-TZVPD basis.

## Properties
Multiplicity: 1
E_LUMO in eV: 0.59
Energy above the lowest of the compared OMol25 structures with the same formula, charge and spin in kJ/mol: 271.0
E_HOMO in eV: -9.5
Total energy in eV: -9407.02333

Geometry as XYZ:
```
15
Properties=species:S:1:pos:R:3:forces:R:3
O 1.4559 -0.0664 -1.1065 0.2 0.1 -0.2
C 1.1651 0.9715 -0.1918 -0.1 0.3 0.3
C 0.1524 0.4593 0.7710 0.0 0.1 0.0
C -0.3241 0.8700 1.9613 0.0 0.0 0.0
C -1.2489 -0.2930 2.0274 -0.3 -0.1 0.3
O -2.0684 -0.7105 2.8009 0.3 0.2 -0.3
C -0.7118 -0.7839 0.6550 -0.1 -0.2 -0.1
H 2.0713 0.2777 -1.7645 -0.1 -0.1 0.1
H 2.0626 1.2975 0.3566 -0.1 -0.1 -0.1
H 0.7507 1.8557 -0.7035 0.0 -0.1 0.1
H -0.4312 0.1097 -2.7575 -0.1 0.0 0.0
H -0.1138 1.7081 2.6167 0.0 -0.1 -0.1
H -0.9615 0.3156 -3.2389 0.0 0.0 0.0
H -0.1694 -1.7337 0.6765 -0.1 0.1 0.0
H -1.4381 -0.7937 -0.1645 0.1 0.0 0.1
```
Forces are in eV/Å.

This record from the Open Molecules 2025 dataset describes one molecule with the formula C5H8O2. The level of theory is the ωB97M-V functional and the def2-TZVPD basis.

## Properties
Structure (SMILES): C[C@@]1(O)C[C@H]2O[C@H]21
Multiplicity: 1
E_LUMO in eV: 0.92
Energy above the lowest of the compared OMol25 structures with the same formula, charge and spin in kJ/mol: 231.0
E_HOMO in eV: -9.9
Total energy in eV: -9407.43819

Geometry as XYZ:
```
15
Properties=species:S:1:pos:R:3:forces:R:3
C -1.4848 0.3151 -0.8639 0.0 -0.1 0.1
C -0.3282 0.2178 0.1272 -0.1 -0.2 -0.3
O -0.6021 1.0309 1.2540 0.1 0.4 0.1
C 0.1869 -1.1328 0.7113 -0.1 -0.1 0.0
C 1.5979 -0.7105 0.3043 0.1 -0.2 0.3
O 1.5727 -0.5941 -1.1195 -0.1 -0.1 -0.1
C 1.1095 0.5015 -0.3452 0.0 0.4 0.0
H -1.1962 0.1961 -1.9138 0.1 -0.1 0.3
H -2.2793 -0.4026 -0.6346 0.2 0.1 0.0
H -1.9126 1.3097 -0.7232 -0.1 0.0 -0.3
H -0.6285 1.9421 0.9322 -0.1 -0.1 0.2
H -0.0008 -1.1538 1.7874 0.1 0.0 -0.2
H -0.1529 -2.0556 0.2345 0.0 0.1 0.0
H 2.5502 -0.9066 0.7879 -0.2 0.0 -0.2
H 1.5791 1.4698 -0.5016 -0.1 -0.1 0.0
```
Forces are in eV/Å.

This record from the Open Molecules 2025 dataset describes one molecule with the formula C5H8O2 at a distorted geometry. The level of theory is the ωB97M-V functional and the def2-TZVPD basis.

## Properties
Multiplicity: 1
E_LUMO in eV: 1.08
Energy above the lowest of the compared OMol25 structures with the same formula, charge and spin in kJ/mol: 442.4
E_HOMO in eV: -8.6
Total energy in eV: -9405.24678

Geometry as XYZ:
```
15
Properties=species:S:1:pos:R:3:forces:R:3
C 2.7127 -0.0822 0.3637 0.3 0.1 0.0
C 1.3580 0.2050 0.8292 0.5 -0.1 -0.3
O 0.5832 0.2490 -0.2342 0.2 -0.2 0.6
C -0.7448 0.0731 0.2207 -0.4 0.0 0.2
C -1.8175 0.9933 -0.2797 0.0 0.4 0.0
O -2.5813 -0.1169 -0.7826 -0.3 0.1 -0.1
C -1.5010 -1.0331 -0.5202 0.0 -0.2 0.1
H 3.0379 -0.9403 0.9629 0.2 0.1 -0.2
H 2.7247 -0.2819 -0.7111 0.5 0.0 0.1
H 3.3065 0.7779 0.6755 0.4 -0.1 -0.1
H -0.5911 0.0932 1.3009 -0.9 -0.6 -0.1
H -2.3059 1.5293 0.5406 -0.2 0.0 -0.4
H -1.4660 1.6827 -1.0519 -0.2 0.0 -0.1
H -1.0157 -1.3673 -1.4537 0.0 0.3 0.3
H -1.8060 -1.9223 0.0418 -0.1 0.2 0.0
```
Forces are in eV/Å.

This record from the Open Molecules 2025 dataset describes one molecule with the formula C5H8O2. The level of theory is the ωB97M-V functional and the def2-TZVPD basis.

## Properties
Structure (SMILES): C=C1[C@@H](O)[C@@]1(C)O
Multiplicity: 1
E_LUMO in eV: 0.67
Energy above the lowest of the compared OMol25 structures with the same formula, charge and spin in kJ/mol: 244.3
E_HOMO in eV: -9.3
Total energy in eV: -9407.30050

Geometry as XYZ:
```
15
Properties=species:S:1:pos:R:3:forces:R:3
C -1.2661 -0.1531 1.3614 0.0 0.0 0.0
C -0.1998 0.3723 0.4310 -0.1 -0.2 0.0
O -0.0193 1.7699 0.4168 -0.2 0.1 -0.2
C 1.1156 -0.3914 0.2979 -0.1 -0.3 0.1
O 2.2948 0.3272 0.1256 0.0 0.2 0.0
C 0.1297 -0.3900 -0.7924 0.1 -0.1 -0.2
C -0.0423 -0.7980 -2.0332 0.0 0.0 0.1
H -1.0944 0.1960 2.3842 0.0 0.0 -0.1
H -1.2449 -1.2484 1.3569 0.0 0.2 0.0
H -2.2656 0.1615 1.0412 0.1 0.0 0.0
H -0.4884 2.1328 -0.3439 0.0 0.0 0.1
H 0.7318 -1.4423 -2.4390 -0.1 0.0 -0.2
H 1.2614 -1.2830 0.9041 0.0 0.1 0.0
H 2.0171 1.2440 -0.0319 0.2 -0.1 0.1
H -0.8837 -0.5418 -2.6726 0.1 0.0 0.2
```
Forces are in eV/Å.

This record from the Open Molecules 2025 dataset describes a 2-piece molecular cluster, C5H8O2 overall at a distorted geometry. The level of theory is the ωB97M-V functional and the def2-TZVPD basis.

## Properties
Multiplicity: 1
E_LUMO in eV: 0.94
Energy above the lowest of the compared OMol25 structures with the same formula, charge and spin in kJ/mol: 62.0
E_HOMO in eV: -9.6
Total energy in eV: -9409.18947

Geometry as XYZ:
```
15
Properties=species:S:1:pos:R:3:forces:R:3
C -1.0213 1.2576 -1.1028 -0.1 0.1 0.0
C 0.1459 -0.0696 0.6234 0.1 0.1 0.2
C -0.8871 -1.0611 1.1207 -0.1 0.0 0.0
C 0.1266 0.2494 -0.8548 0.1 0.0 0.0
C 3.0709 -0.9776 0.2409 1.1 0.6 0.8
O 3.8888 -0.4865 0.8565 -1.0 -0.6 -0.8
O 0.9142 0.4726 1.3910 -0.3 -0.2 -0.3
H -0.6445 2.1621 -1.5874 -0.1 -0.2 0.0
H -1.8155 0.8372 -1.7263 0.1 0.1 0.1
H -1.4810 1.5758 -0.1591 0.1 0.0 -0.2
H -0.3816 -2.0187 1.2946 0.0 0.1 0.0
H -1.2984 -0.7201 2.0738 0.1 -0.1 -0.1
H -1.6913 -1.2276 0.3977 0.1 0.1 0.1
H -0.0205 -0.6675 -1.4377 0.0 0.1 0.1
H 1.0949 0.6740 -1.1303 -0.2 0.0 0.1
```
Forces are in eV/Å.

This record from the Open Molecules 2025 dataset describes one molecule with the formula C5H8O2. The level of theory is the ωB97M-V functional and the def2-TZVPD basis.

## Properties
Structure (SMILES): C[C@H]1OCC=C1O
Multiplicity: 1
E_LUMO in eV: 0.76
Energy above the lowest of the compared OMol25 structures with the same formula, charge and spin in kJ/mol: 131.4
E_HOMO in eV: -8.7
Total energy in eV: -9408.47004

Geometry as XYZ:
```
15
Properties=species:S:1:pos:R:3:forces:R:3
C -1.8930 -0.0408 -0.1146 -0.1 0.0 0.0
C -0.5722 0.7066 0.0518 -0.1 0.1 -0.2
O -0.1032 0.5486 1.3871 -0.1 0.1 0.1
C 1.1801 -0.0734 1.3842 0.2 -0.1 0.1
C 1.3439 -0.6182 -0.0052 0.0 0.1 0.0
C 0.4980 0.0520 -0.7840 0.0 -0.2 0.4
O 0.4418 0.1564 -2.1313 0.1 -0.2 -0.1
H -1.7251 -1.1050 0.0844 0.0 0.2 0.0
H -2.6326 0.3301 0.6004 0.1 0.0 -0.1
H -2.2901 0.0670 -1.1292 0.1 0.0 0.1
H -0.7038 1.7761 -0.1704 0.1 -0.1 0.0
H 1.9489 0.6970 1.5622 -0.1 -0.2 0.2
H 1.2465 -0.8059 2.1983 -0.2 0.1 -0.2
H 2.0156 -1.4194 -0.2826 0.3 0.4 -0.1
H 1.3120 -0.1064 -2.4617 -0.3 0.0 -0.1
```
Forces are in eV/Å.

This record from the Open Molecules 2025 dataset describes one molecule with the formula C5H8O2 at a distorted geometry. The level of theory is the ωB97M-V functional and the def2-TZVPD basis.

## Properties
Multiplicity: 1
E_LUMO in eV: 0.88
Energy above the lowest of the compared OMol25 structures with the same formula, charge and spin in kJ/mol: 359.3
E_HOMO in eV: -8.5
Total energy in eV: -9406.10832

Geometry as XYZ:
```
15
Properties=species:S:1:pos:R:3:forces:R:3
C -0.5077 1.3447 0.2833 -0.5 -4.2 1.4
C 1.4891 0.6637 -0.9940 1.1 -1.7 -3.2
C -0.9469 0.0485 1.0857 0.7 -1.7 -1.4
C 0.9065 1.1547 0.0371 1.1 2.4 2.5
C 0.0806 -2.0082 0.0328 1.1 1.2 2.6
O -0.8865 -1.0998 0.0900 -0.6 -0.1 -0.3
O -0.1846 -2.9540 -0.8115 0.7 0.0 0.0
H -1.0866 1.3041 -0.6177 -0.6 0.7 -0.2
H -0.6679 2.0534 1.0345 -0.6 2.0 0.3
H 2.5528 0.7880 -1.1424 0.2 -0.4 0.3
H 0.9974 0.0701 -1.8067 0.1 1.0 0.7
H -0.3127 -0.2803 1.9768 -0.9 0.8 -1.2
H -2.0260 0.0688 1.2629 0.3 0.0 0.5
H 1.5520 1.5559 0.8606 -0.4 -0.2 -0.9
H -0.9594 -2.7097 -1.2915 -1.8 0.1 -1.1
```
Forces are in eV/Å.

This record from the Open Molecules 2025 dataset describes C5H8O2 as an isolated structure at a distorted geometry. The level of theory is the ωB97M-V functional and the def2-TZVPD basis.

## Properties
Multiplicity: 1
E_LUMO in eV: 0.86
Energy above the lowest of the compared OMol25 structures with the same formula, charge and spin in kJ/mol: 267.5
E_HOMO in eV: -8.4
Total energy in eV: -9407.05979

Geometry as XYZ:
```
15
Properties=species:S:1:pos:R:3:forces:R:3
O -0.1437 1.3105 -0.6834 -1.3 0.4 2.3
C 0.3259 0.1651 0.0904 -0.2 -0.1 -0.2
C -0.8626 -0.4011 0.7800 0.1 -1.1 0.1
C -2.0183 -0.5963 0.1007 0.3 0.3 0.5
O -2.2384 -0.1187 -1.1075 2.3 2.3 -0.9
C 1.6868 0.2931 0.6834 0.1 0.1 0.2
C 1.4501 -0.5921 -0.5206 0.1 -0.2 -0.2
H -1.3252 0.6695 -1.2581 -2.3 -2.4 0.4
H -0.7494 -0.8422 1.7581 0.0 0.0 0.1
H -0.7057 1.6145 0.1256 0.9 0.5 -2.1
H -2.8692 -1.1132 0.5531 0.2 0.1 -0.1
H 1.8704 -0.1751 1.6468 -0.1 0.1 -0.2
H 2.2108 1.2294 0.5165 -0.1 -0.1 0.0
H 1.8229 -0.2371 -1.4769 -0.1 0.0 0.1
H 1.4593 -1.6691 -0.3885 0.0 0.2 0.0
```
Forces are in eV/Å.